[1]
45
Properties=species:S:1:pos:R:3:lowdin_charge:R:1 method="wB97M-V/def2-TZVPD" energy_ha=-882.7352 smiles=CCNCCNCC.O.O.O.O.O.O.O fmax_ev_per_a=1.8 lumo_ev=0.133 total_charge=0 e_above_lowest_kcal_mol=61.1
C -0.8873 -0.8872 0.1308 -0.23
N -1.0404 0.2003 -0.8047 -0.06
C 0.0632 0.4067 -1.7297 -0.28
C -0.0798 -0.1237 -3.1516 -0.09
C -1.8556 -0.7692 1.2833 -0.21
N -1.4364 0.2034 2.3214 -0.05
C -0.4160 -0.3381 3.2114 -0.30
C 0.8233 0.5484 3.2569 -0.09
H -0.9070 -1.8866 -0.3378 0.09
H 0.1516 -0.9534 0.4704 0.10
H -1.9646 0.3021 -1.1875 0.10
H 0.1631 1.4841 -1.9059 0.10
H 0.9821 0.0469 -1.2780 0.08
H -0.7131 0.5029 -3.7780 0.07
H -0.3464 -1.1764 -3.3026 0.07
H 0.9172 -0.1318 -3.6112 0.06
H -2.8049 -0.3280 0.9714 0.08
H -2.1236 -1.7460 1.6795 0.11
H -1.0676 0.9588 1.7751 0.05
H -0.8106 -0.4828 4.2258 0.10
H -0.1403 -1.3849 3.0096 0.10
H 1.4095 0.4001 4.1638 0.07
H 0.5561 1.5997 3.1834 0.07
H 1.5101 0.2949 2.4448 0.06
H 2.9089 1.3611 -1.8335 0.01
H 2.5114 2.1846 -2.9246 0.03
O 3.2084 2.1794 -2.2649 -0.06
H -4.2186 0.9029 0.6543 0.03
H -3.7394 1.4527 -0.6257 0.02
O -4.4762 0.9384 -0.2762 -0.06
H -0.1712 3.5173 0.5653 0.03
H -0.8071 2.3399 -0.1744 -0.01
O -0.9540 2.9561 0.5557 -0.06
H 3.3128 2.3066 0.5111 0.04
H 2.6652 3.4374 -0.2397 0.03
O 2.4536 2.7120 0.3541 -0.07
H 2.5136 -3.4823 0.5203 0.06
H 1.4497 -2.5548 1.1076 0.04
O 2.2779 -2.5532 0.6200 -0.04
H -2.5061 -3.3727 -0.0800 0.03
H -2.3053 -2.8109 -1.5175 0.03
O -2.1580 -3.5721 -0.9495 -0.06
H 2.4520 -1.9445 -2.3215 0.05
H 2.8634 -1.5545 -0.9150 0.01
O 2.7367 -1.1833 -1.8064 -0.06


[2]
92
Properties=species:S:1:pos:R:3:lowdin_charge:R:1 method="wB97M-V/def2-TZVPD" energy_ha=-1962.2217 fmax_ev_per_a=1.6 lumo_ev=-1.044 total_charge=0
C 2.3405 -5.0954 1.4479 -0.07
C 0.8587 -4.9190 1.2826 -0.22
O 0.6544 -3.5168 1.0219 -0.03
C -0.6501 -3.2268 0.8259 -0.41
C -1.0342 -1.8093 0.6427 -0.04
C -2.5052 -1.5148 0.8266 -0.28
C -3.3523 -2.4276 -0.0634 -0.17
C -4.8472 -2.2329 0.1400 -0.20
C -5.2429 -2.4143 1.6064 -0.20
C -4.4132 -1.5122 2.5233 -0.19
C -2.9084 -1.6626 2.3053 -0.13
C -0.1439 -0.7822 1.2090 -0.47
O -0.5476 0.2629 1.7139 0.07
O 1.1743 -1.0428 1.0800 -0.04
C 2.0278 0.0629 1.4461 -0.20
C 3.4352 -0.4441 1.3529 -0.06
O -1.4601 -4.1643 0.8225 0.04
H 2.5668 -6.1287 1.7209 0.08
H 2.8801 -4.8711 0.5233 0.07
H 2.7314 -4.4401 2.2353 0.08
H 0.4679 -5.5150 0.4494 0.13
H 0.3211 -5.1945 2.1985 0.13
H -2.6493 -0.4734 0.5107 0.13
H -3.0758 -2.2922 -1.1175 0.10
H -3.0734 -3.4519 0.2164 0.10
H -5.1276 -1.2237 -0.1932 0.10
H -5.3860 -2.9454 -0.4943 0.11
H -6.3114 -2.2050 1.7397 0.10
H -5.0866 -3.4629 1.8915 0.12
H -4.6923 -0.4649 2.3388 0.11
H -4.6432 -1.7263 3.5723 0.11
H -2.5737 -2.6646 2.6126 0.12
H -2.3416 -0.9190 2.8813 0.12
H 1.8475 0.8988 0.7522 0.12
H 1.7738 0.3762 2.4695 0.13
H 4.1470 0.3837 1.4309 0.08
H 3.6411 -1.1562 2.1617 0.09
H 3.6187 -0.9546 0.4017 0.06
C 5.1778 0.1066 -3.9743 -0.06
N 4.6526 -0.7675 -2.9249 -0.09
C 5.5513 -1.0667 -1.8679 -0.23
C 6.3269 -0.0328 -1.3066 -0.02
C 7.0895 -0.2716 -0.1667 -0.09
C 7.1537 -1.5588 0.3794 -0.09
C 6.4593 -2.6090 -0.2272 -0.08
C 5.6682 -2.3709 -1.3495 -0.04
C 3.2738 -0.8307 -2.7346 -0.19
C 2.6933 -1.8226 -1.9141 -0.01
C 1.3622 -1.7484 -1.5568 0.00
C 0.5653 -0.6399 -1.9254 -0.20
C -0.7923 -0.5388 -1.4606 0.05
C -1.4242 0.7468 -1.3111 -0.21
C -2.8111 0.9557 -1.5666 -0.01
C -3.3910 2.2021 -1.4002 0.00
C -2.6526 3.2620 -0.8284 -0.21
N -3.2543 4.5062 -0.5933 -0.14
C -3.7929 5.2585 -1.7220 -0.04
C -3.3083 5.0851 0.7014 -0.24
C -2.3818 6.0594 1.1081 -0.02
C -2.4372 6.5813 2.4016 -0.08
C -3.4467 6.1712 3.2796 -0.09
C -4.4005 5.2354 2.8647 -0.08
C -4.3264 4.6834 1.5901 -0.01
C -1.2867 3.0643 -0.5450 0.02
C -0.6721 1.8706 -0.8708 -0.01
C 1.1327 0.2875 -2.8453 -0.02
C 2.4321 0.1564 -3.2940 -0.01
H 4.5717 -0.0135 -4.8780 0.09
H 5.1805 1.1623 -3.6708 0.09
H 6.2074 -0.1974 -4.1957 0.10
H 6.2721 0.9705 -1.7410 0.11
H 7.6407 0.5556 0.2865 0.11
H 7.7585 -1.7408 1.2646 0.10
H 6.5346 -3.6245 0.1672 0.11
H 5.1379 -3.1890 -1.8406 0.11
H 3.2853 -2.6625 -1.5658 0.09
H 0.9014 -2.5731 -1.0211 0.11
H -1.4122 -1.4275 -1.5948 0.11
H -3.3994 0.1206 -1.9577 0.12
H -4.4396 2.3722 -1.6563 0.12
H -4.6265 5.8862 -1.3802 0.09
H -3.0196 5.9119 -2.1591 0.09
H -4.1460 4.5580 -2.4891 0.08
H -1.6061 6.3728 0.4051 0.11
H -1.6984 7.3192 2.7171 0.10
H -3.4986 6.5958 4.2824 0.10
H -5.2094 4.9385 3.5326 0.10
H -5.0450 3.9316 1.2523 0.12
H -0.7130 3.8900 -0.1202 0.12
H 0.4124 1.7929 -0.7945 0.11
H 0.5057 1.0947 -3.2303 0.12
H 2.8245 0.8508 -4.0372 0.10


[3]
71
Properties=species:S:1:pos:R:3:lowdin_charge:R:1 method="wB97M-V/def2-TZVPD" energy_ha=-2066.8284 fmax_ev_per_a=1.7 lumo_ev=-3.463 total_charge=+1
Pt -0.4260 -0.7162 0.3412 1.17
N 0.2242 -1.9664 -9.8185 0.17
C 0.2075 -1.8150 -8.6803 -0.17
C 0.1791 -1.6246 -7.2512 -0.22
C -1.0381 -1.6470 -6.5757 -0.01
C -1.0694 -1.4566 -5.2056 -0.01
C 0.1104 -1.2600 -4.4959 -0.19
C 1.3250 -1.2427 -5.1757 -0.01
C 1.3625 -1.4176 -6.5473 -0.01
C 0.0636 -1.0514 -3.0244 -0.03
C -0.5260 0.1371 -2.5684 -0.24
C -0.9491 1.2481 -3.3328 0.00
C -1.3107 2.2412 -2.4486 -0.05
C -1.1094 1.7160 -1.1601 -0.18
N -0.6524 0.4630 -1.2243 -0.13
C 0.6558 -2.0016 -2.1977 -0.24
C 1.3659 -3.1707 -2.5954 0.00
C 1.8539 -3.7587 -1.4544 -0.05
C 1.4197 -2.9494 -0.3807 -0.15
N 0.7030 -1.9207 -0.8131 -0.13
H -1.9526 -1.8116 -7.1288 0.13
H -2.0170 -1.4714 -4.6826 0.13
H 2.2437 -1.0793 -4.6269 0.13
H 2.3047 -1.3941 -7.0776 0.13
H -0.9442 1.3030 -4.4092 0.12
H -1.6638 3.2314 -2.6853 0.10
H -1.2952 2.1894 -0.2085 0.09
H 1.5013 -3.5066 -3.6099 0.12
H 2.4538 -4.6500 -1.3770 0.10
H 1.6308 -3.0735 0.6706 0.10
N -0.2973 -1.8219 2.0754 -0.04
C -1.5772 -1.8945 2.7751 -0.21
C -1.7926 -2.7648 3.8007 0.00
C -3.0226 -2.7824 4.4919 -0.04
C -4.0118 -1.9061 4.1388 -0.01
C -3.8056 -0.9923 3.0776 -0.13
C -4.7952 -0.0753 2.6477 0.02
C -4.5381 0.7542 1.5974 -0.01
C -3.2793 0.6794 0.9635 -0.08
N -2.3414 -0.1441 1.3515 0.01
C -2.5794 -0.9876 2.3925 -0.17
H 0.1047 -2.7523 2.0191 0.10
H 0.3338 -1.2300 2.6202 0.10
H -1.0057 -3.4532 4.0898 0.13
H -3.1727 -3.4865 5.2975 0.12
H -4.9637 -1.9006 4.6537 0.12
H -5.7502 -0.0589 3.1580 0.13
H -5.2768 1.4550 1.2364 0.12
H -3.0550 1.3113 0.1137 0.10
C 2.6809 4.6572 0.9534 -0.11
C 1.2403 4.6252 1.4598 -0.29
C 0.9726 3.4816 2.4401 -0.33
S 1.1951 1.8749 1.6370 0.93
O 0.0834 1.0359 2.2480 -0.61
C 2.7174 1.3029 2.4333 -0.34
C 2.6134 1.1224 3.9415 -0.30
C 3.7085 0.1992 4.4730 -0.10
H 2.8381 5.5031 0.2866 0.08
H 2.9251 3.7516 0.3916 0.06
H 3.3828 4.7515 1.7849 0.08
H 0.5507 4.5474 0.6155 0.10
H 1.0156 5.5644 1.9679 0.11
H -0.0663 3.4655 2.7668 0.10
H 1.6112 3.5568 3.3187 0.09
H 3.4946 2.0132 2.1418 0.10
H 2.9255 0.3554 1.9283 0.09
H 1.6289 0.7170 4.1858 0.10
H 2.6893 2.0893 4.4395 0.10
H 3.6479 -0.7920 4.0184 0.07
H 3.6198 0.0829 5.5523 0.08
H 4.6999 0.6012 4.2593 0.08


[4]
89
Properties=species:S:1:pos:R:3:lowdin_charge:R:1 method="wB97M-V/def2-TZVPD" energy_ha=-2329.7782 smiles="[H]/N=C/C[C@H]1O[C@@H](CCCCCCCCCCCCCCC)[C@H](CCCCl)[N@H+]1CCCCS(=O)(=O)O" fmax_ev_per_a=1.3 lumo_ev=-2.354 total_charge=+1
C 3.1734 -4.4514 3.1121 -0.10
C 1.8265 -4.5305 2.3839 -0.28
C 1.9385 -4.6453 0.8727 -0.20
C 2.2978 -3.3518 0.0796 -0.19
C 2.5077 -2.0741 0.8781 -0.21
C 2.4637 -0.7942 0.0300 -0.21
C 3.3335 -0.8031 -1.2423 -0.18
C 4.4463 0.2662 -1.2613 -0.19
C 4.1426 1.5382 -2.0759 -0.18
C 3.5657 2.7189 -1.2602 -0.18
C 2.0296 2.7662 -1.1614 -0.20
C 1.3682 3.4522 -2.3587 -0.19
C 1.0622 2.5789 -3.5739 -0.20
C 0.1619 1.3774 -3.2995 -0.18
C -1.2811 1.8587 -3.0671 -0.11
C -2.1764 0.9226 -2.2939 -0.22
O -3.4067 1.6316 -1.9731 0.00
C -3.8661 1.0305 -0.8095 -0.31
C -5.0588 1.6720 -0.1546 -0.08
C -5.4473 0.8116 1.0208 -0.17
N -4.7131 0.8599 2.0636 0.14
N -2.6275 0.9762 0.0410 0.04
C -2.2446 2.3006 0.5877 -0.09
C -0.9808 2.2469 1.4513 -0.13
C -1.3374 2.0164 2.9455 -0.20
C -0.3749 1.0593 3.6465 -0.22
S -1.2635 0.2797 4.9798 0.58
O -1.4298 1.2470 6.0128 -0.24
O -2.4115 -0.3738 4.4093 -0.30
O -0.2765 -0.8381 5.4948 -0.13
C -1.6507 0.3950 -0.9355 -0.18
C -1.3731 -1.0876 -0.7821 -0.14
C -2.5431 -2.0873 -0.7837 -0.24
C -2.9788 -2.5925 -2.1490 -0.56
Cl -1.6038 -3.3277 -3.0198 0.60
H 3.0258 -4.0350 4.1072 0.07
H 3.9075 -3.8593 2.5788 0.06
H 3.5511 -5.4589 3.2688 0.08
H 1.3229 -5.4298 2.7427 0.10
H 1.1876 -3.6983 2.6824 0.08
H 1.0015 -5.0279 0.4715 0.10
H 2.6937 -5.4019 0.6688 0.11
H 1.5433 -3.2055 -0.6919 0.10
H 3.2235 -3.5494 -0.4569 0.10
H 1.7519 -1.9539 1.6545 0.09
H 3.4670 -2.0912 1.3929 0.11
H 2.8104 0.0224 0.6639 0.10
H 1.4266 -0.5576 -0.2310 0.07
H 3.7725 -1.7784 -1.4268 0.10
H 2.6873 -0.6054 -2.0981 0.10
H 5.3208 -0.1926 -1.7232 0.11
H 4.7353 0.5398 -0.2492 0.10
H 5.0524 1.8782 -2.5672 0.11
H 3.4457 1.2974 -2.8780 0.09
H 3.8955 3.6718 -1.6701 0.11
H 3.9641 2.6496 -0.2495 0.10
H 1.6464 1.7585 -0.9993 0.08
H 1.7666 3.3358 -0.2682 0.10
H 0.4270 3.9099 -2.0501 0.09
H 2.0280 4.2516 -2.6914 0.11
H 0.5261 3.1978 -4.2963 0.12
H 1.9768 2.2480 -4.0614 0.10
H 0.1755 0.7432 -4.1859 0.12
H 0.5343 0.7525 -2.4849 0.08
H -1.7434 1.9725 -4.0462 0.13
H -1.2846 2.8449 -2.6030 0.11
H -2.4649 0.1066 -2.9591 0.15
H -4.1489 0.0093 -1.0868 0.16
H -5.8545 1.7336 -0.8940 0.14
H -4.8550 2.6842 0.1834 0.13
H -6.2950 0.1309 0.9437 0.13
H -5.0330 0.2307 2.7959 0.08
H -2.8007 0.3305 0.8193 0.17
H -2.1285 3.0058 -0.2297 0.14
H -3.0600 2.6545 1.2090 0.12
H -0.2806 1.4853 1.1183 0.10
H -0.4894 3.2097 1.3370 0.12
H -2.3527 1.6316 3.0020 0.08
H -1.3034 2.9693 3.4646 0.13
H 0.4862 1.5694 4.0688 0.12
H -0.0180 0.2574 3.0002 0.09
H -0.3344 -1.5917 4.8921 0.10
H -0.6903 0.8827 -0.7839 0.12
H -0.6546 -1.3355 -1.5593 0.09
H -0.8493 -1.2130 0.1666 0.12
H -3.3957 -1.6815 -0.2396 0.10
H -2.2148 -2.9533 -0.2134 0.12
H -3.3614 -1.8153 -2.8017 0.06
H -3.7163 -3.3808 -2.0456 0.08